No. 1
N2O3S in the gas phase. Source: the Open Molecules 2025 dataset; level of theory: ωB97M-V/def2-TZVPD.

Geometry as XYZ:
```
6
Properties=species:S:1:pos:R:3:lowdin_charge:R:1
N -2.2100 -0.2369 -0.0831 0.27
N -1.1036 -0.1122 -0.4787 0.03
O 0.4047 1.0833 1.0486 -0.24
O 1.4654 0.4169 -1.0937 -0.25
O 0.7147 -1.2432 0.5049 -0.24
S 0.7289 0.0922 0.1021 0.44
```

Computed properties:
Energy relative to the best compared isomer or geometry (same formula, charge and spin) in kcal/mol: 33.0
HOMO energy in eV: -11.7
Strongest force on any atom in hartree/bohr: 0.25084
2S+1: 1



No. 2
A 2-piece molecular cluster, N2O4 overall. Source: the Open Molecules 2025 dataset; level of theory: ωB97M-V/def2-TZVPD.

Geometry as XYZ:
```
6
Properties=species:S:1:pos:R:3:lowdin_charge:R:1
N -0.2747 1.4046 -0.3649 -0.33
N 0.1386 -1.5804 -0.0187 -0.07
O -1.4136 1.3139 -0.5192 0.14
O 0.6207 1.9888 0.1129 0.11
O 0.3941 -2.6675 0.4133 0.13
O 0.5599 -0.4388 0.3394 0.03
```

Computed properties:
Energy relative to the best compared isomer or geometry (same formula, charge and spin) in kcal/mol: 0.0
HOMO energy (alpha / beta) in eV: -8.7 / -12.3
Strongest force on any atom in hartree/bohr: 0.10845
<S²>: 2.0075
2S+1: 3



No. 3
A 2-piece molecular cluster, N2O5S overall. Source: the Open Molecules 2025 dataset; level of theory: ωB97M-V/def2-TZVPD.

Geometry as XYZ:
```
8
Properties=species:S:1:pos:R:3:lowdin_charge:R:1
N -1.9760 -0.0875 -0.2871 -0.28
N 1.8129 -0.2423 0.3275 -0.62
O -0.4081 1.0341 0.0810 -0.55
O -1.6911 -1.1056 0.1532 0.21
O 2.9095 -0.5609 -0.0960 0.00
O 1.3061 -0.4779 1.3967 0.03
O -2.7979 0.5581 -0.7801 0.21
S 0.8447 0.8820 -0.7952 1.00
```

Computed properties:
Energy relative to the best compared isomer or geometry (same formula, charge and spin) in kcal/mol: 34.7
HOMO energy (alpha / beta) in eV: -9.3 / -9.8
Strongest force on any atom in hartree/bohr: 0.05524
2S+1: 1